Record 1
The following is a quantum chemistry calculation of a structure of composition C17H15AsN2O9STl, from OMol25.

Output
Molar mass in g mol⁻¹: 702.68
Charge: -1
Total energy in eV: -115652.3372
E_HOMO in eV: -6.4

```
46
Properties=species:S:1:pos:R:3:forces:R:3:nbo_charge:R:1
Tl 0.792 0.396 0.426 -0.1 0.3 -0.4 1.643
O -0.485 4.281 2.013 0.0 0.0 0.0 -0.667
C -0.061 3.306 1.403 0.1 0.1 -0.1 0.753
O 0.085 2.117 1.813 0.0 -0.1 0.1 -0.736
C 0.340 3.531 -0.063 -0.1 0.0 0.1 0.126
C 0.243 4.781 -0.655 0.0 0.1 0.0 -0.213
C 0.581 4.915 -1.991 0.0 -0.1 0.0 -0.165
C 0.958 3.790 -2.710 0.1 0.0 0.0 -0.217
C 0.988 2.568 -2.061 -0.1 0.1 -0.2 0.110
N 0.717 2.470 -0.763 0.0 -0.2 0.2 -0.462
C 1.171 1.265 -2.831 0.0 -0.1 0.1 0.755
O 1.486 1.314 -4.016 0.0 0.0 0.0 -0.680
O 0.904 0.238 -2.133 0.2 0.1 0.0 -0.784
H -0.104 5.607 -0.052 0.0 0.0 0.0 0.249
H 0.529 5.880 -2.479 0.0 0.0 0.0 0.212
H 1.210 3.814 -3.761 0.0 0.0 0.0 0.244
O -1.283 -1.714 5.985 -0.2 -0.1 0.0 -0.658
C -0.784 -1.360 4.775 0.2 0.1 -0.2 0.346
C 0.534 -0.932 4.628 0.0 0.0 0.1 -0.303
C 0.961 -0.556 3.370 0.1 0.0 0.0 0.160
N 0.140 -0.618 2.341 -0.1 0.0 0.2 -0.518
C -1.110 -1.048 2.445 0.1 -0.1 -0.1 0.154
C -1.620 -1.443 3.662 -0.1 0.0 0.1 -0.277
C -1.860 -1.084 1.113 -0.2 0.0 -0.2 0.758
O -2.742 -1.925 0.951 0.0 0.1 0.2 -0.682
O -1.462 -0.225 0.253 0.0 -0.1 -0.1 -0.772
C 2.395 -0.078 3.069 0.0 0.0 0.2 0.755
O 3.205 -0.185 3.983 -0.1 0.1 -0.1 -0.663
O 2.610 0.365 1.890 -0.2 -0.1 -0.3 -0.740
H -0.587 -1.628 6.643 0.1 0.0 0.1 0.480
H 1.225 -0.874 5.459 0.0 0.0 0.0 0.239
H -2.639 -1.791 3.750 0.0 0.0 0.0 0.245
C -1.636 -1.149 -2.690 0.1 0.3 0.4 -0.929
As -0.103 -2.170 -2.106 0.1 -0.8 -0.6 1.516
C 0.945 -2.528 -3.704 0.0 0.2 0.2 -0.966
C -0.980 -3.891 -1.845 0.0 0.1 0.1 -0.988
S 1.205 -2.077 -0.407 -0.1 0.1 0.1 -0.531
H -1.885 -1.521 -3.686 0.1 -0.1 0.0 0.223
H -1.419 -0.089 -2.713 0.1 0.0 0.0 0.266
H -2.440 -1.342 -1.987 -0.1 0.0 0.1 0.268
H 0.295 -2.942 -4.475 0.0 0.0 0.0 0.220
H 1.714 -3.254 -3.444 0.0 0.0 0.0 0.237
H 1.408 -1.606 -4.045 0.0 0.1 0.0 0.274
H -1.517 -4.186 -2.747 0.0 0.0 0.0 0.219
H -1.684 -3.777 -1.021 0.0 0.0 0.0 0.264
H -0.241 -4.647 -1.587 0.0 0.0 0.0 0.236
```
Forces are in eV/Å.

=====

Record 2
The following is a quantum chemistry calculation of a structure of composition C17H15BrO2Pt in a non-equilibrium geometry, from OMol25.

Output
Expectation value of S²: 2.007
Spin multiplicity: 3
Molar mass in g mol⁻¹: 526.29
Charge: -2
Total energy in eV: -95253.2027
E_HOMO (spin up / spin down) in eV: 0.1 / 0.0

```
36
Properties=species:S:1:pos:R:3:forces:R:3:lowdin_spin:R:1
C -1.926 -0.838 -0.806 -1.3 0.0 -0.5 0.130
C -1.721 -1.336 0.503 -0.6 -0.6 0.3 0.134
C -1.777 -0.240 1.401 -1.9 -0.1 0.7 0.154
H -1.546 -2.365 0.771 0.1 0.0 0.0 0.008
C -1.973 0.932 0.646 -0.2 0.5 0.6 0.063
C -2.046 0.568 -0.722 -0.9 0.0 -1.0 0.085
H -2.160 1.245 -1.552 -0.1 0.0 0.0 0.005
H -1.936 -1.422 -1.710 0.2 0.0 -0.1 0.005
H -1.636 -0.291 2.467 0.0 0.0 -0.1 0.012
H -2.008 1.937 1.033 -0.1 0.1 0.0 0.005
Pt 0.000 0.000 0.000 -0.3 0.9 -0.4 1.108
Br 1.142 -0.832 -1.760 2.5 -1.1 -2.8 0.183
C 2.771 0.676 -4.909 0.0 0.0 -0.2 0.002
C 1.681 1.459 -5.338 0.1 0.0 -0.1 0.000
C 0.698 0.591 -5.855 0.0 0.0 -0.1 0.000
H 1.610 2.540 -5.281 0.0 0.0 0.0 0.000
C 1.181 -0.728 -5.745 0.1 0.0 -0.1 0.001
C 2.462 -0.676 -5.161 0.0 0.1 -0.2 0.004
H 3.099 -1.527 -4.943 -0.1 0.0 0.1 0.000
H 3.687 1.048 -4.463 -0.1 0.0 0.1 0.000
H -0.262 0.886 -6.265 0.0 0.0 0.0 0.000
H 0.658 -1.627 -6.056 0.0 0.0 0.1 0.000
O 0.998 -2.321 2.098 0.3 3.7 2.7 -0.002
C 0.974 -1.116 2.624 -1.2 -2.6 -4.8 0.004
O 0.632 -0.076 1.902 3.4 -1.1 5.2 0.093
C 1.166 -0.889 4.078 0.1 0.5 1.0 0.004
C 1.018 0.415 4.604 0.1 -0.4 0.3 0.001
C 1.149 0.654 5.971 0.0 -0.5 -0.2 0.000
C 1.429 -0.402 6.838 0.0 -0.2 -0.3 0.000
C 1.583 -1.697 6.334 -0.1 0.5 -0.4 0.000
C 1.452 -1.945 4.960 0.0 0.6 0.4 0.000
H 0.788 1.255 3.958 0.0 -0.3 -0.2 0.001
H 1.024 1.658 6.359 0.0 0.0 0.0 0.000
H 1.524 -0.213 7.900 0.0 0.0 0.1 0.000
H 1.797 -2.512 7.013 0.0 -0.1 0.0 0.000
H 1.564 -2.954 4.593 0.0 0.1 -0.3 0.000
```
Forces are in eV/Å.

=====

Record 3
The following is a quantum chemistry calculation of the molecule C17H15ClN2O3, from OMol25.

Output
Molar mass in g mol⁻¹: 330.77
Total energy in eV: -39518.3507
SMILES: C[C@@H]1Cc2ccccc2N1C(=O)COC(=O)c1cccnc1Cl
E_HOMO in eV: -8.2

```
38
Properties=species:S:1:pos:R:3:forces:R:3:nbo_charge:R:1
C 0.462 1.835 -2.396 -0.2 -0.2 -0.1 -0.615
C -1.028 1.609 -2.158 0.3 0.3 -0.5 -0.030
C -1.647 2.697 -1.273 -0.1 -0.1 -0.1 -0.435
C -1.843 2.001 0.037 0.1 -0.1 0.0 -0.052
C -2.243 2.545 1.237 0.0 -0.2 0.0 -0.186
C -2.411 1.710 2.333 0.0 0.1 0.1 -0.232
C -2.193 0.351 2.201 0.0 0.0 0.0 -0.184
C -1.792 -0.207 0.994 0.0 -0.1 0.0 -0.284
C -1.598 0.627 -0.096 -0.2 0.3 0.6 0.223
N -1.210 0.349 -1.410 0.0 0.3 -0.3 -0.461
C -1.080 -0.799 -2.123 -0.2 -0.5 0.1 0.678
O -1.026 -0.791 -3.336 0.0 -0.1 -0.1 -0.598
C -1.031 -2.138 -1.382 0.0 0.0 -0.5 -0.167
O -0.111 -2.196 -0.297 0.0 0.0 0.0 -0.494
C 1.100 -1.683 -0.496 0.3 0.2 -0.2 0.791
O 1.455 -1.177 -1.532 0.0 -0.2 0.1 -0.584
C 1.994 -1.772 0.693 0.2 0.0 0.2 -0.239
C 3.271 -1.226 0.544 -0.1 -0.1 0.1 -0.096
C 4.171 -1.257 1.592 -0.1 0.0 0.0 -0.272
C 3.757 -1.844 2.779 0.2 0.2 -0.2 0.074
N 2.556 -2.365 2.939 -0.3 -0.2 0.2 -0.433
C 1.697 -2.337 1.940 0.5 0.3 -0.2 0.226
Cl 0.191 -3.061 2.301 -0.5 -0.3 0.4 0.049
H 0.979 1.955 -1.445 0.1 0.0 0.1 0.202
H 0.611 2.727 -2.999 0.0 0.1 0.0 0.210
H 0.887 0.982 -2.916 0.1 0.0 0.0 0.240
H -1.538 1.506 -3.120 0.1 0.1 0.2 0.229
H -0.988 3.561 -1.183 0.0 0.0 -0.1 0.223
H -2.606 3.045 -1.665 0.0 0.0 0.0 0.223
H -2.425 3.606 1.318 0.0 0.1 0.0 0.213
H -2.718 2.120 3.283 0.0 0.0 0.1 0.214
H -2.333 -0.301 3.050 0.0 -0.1 0.1 0.215
H -1.632 -1.268 0.953 0.0 0.0 0.0 0.231
H -2.008 -2.384 -0.957 0.1 0.0 0.0 0.218
H -0.758 -2.888 -2.132 -0.1 0.2 0.1 0.227
H 3.522 -0.786 -0.410 0.0 0.0 0.0 0.247
H 5.160 -0.841 1.492 0.1 0.0 0.0 0.228
H 4.404 -1.905 3.643 0.1 0.0 0.0 0.201
```
Forces are in eV/Å.

=====

Record 4
The following is a quantum chemistry calculation of a structure of composition C17H15ClO2Rh in a non-equilibrium geometry, from OMol25.

Output
Expectation value of S²: 6.029
Spin multiplicity: 5
Molar mass in g mol⁻¹: 389.66
Charge: -1
Total energy in eV: -37494.1978
E_HOMO (spin up / spin down) in eV: -2.9 / -5.0

```
36
Properties=species:S:1:pos:R:3:forces:R:3:lowdin_spin:R:1
C 0.176 1.599 -1.489 0.1 2.4 -0.7 0.145
C 1.284 1.066 -2.254 0.6 2.8 -1.0 0.117
C 2.324 0.766 -1.326 2.6 1.0 -1.1 0.107
H 1.289 0.917 -3.326 0.1 0.0 0.2 0.012
C 1.877 1.027 -0.006 1.3 2.5 1.0 0.124
C 0.553 1.567 -0.100 0.0 3.1 0.7 0.147
H -0.043 1.950 0.722 0.0 -0.3 -0.2 0.014
H -0.786 1.892 -1.907 0.3 -0.1 0.3 0.011
H 3.308 0.389 -1.581 -0.3 0.2 0.1 0.016
H 2.440 0.840 0.907 -0.2 0.0 -0.3 0.020
Rh 0.642 -0.270 -0.904 -4.7 -10.2 1.4 1.970
Cl -1.246 -1.114 -2.300 -0.5 -0.1 -0.6 0.247
C 1.134 -2.974 -2.070 1.8 -0.3 2.0 0.263
C 2.308 -2.809 -1.266 -1.7 -0.6 -0.8 0.060
C 3.213 -1.979 -1.986 -0.3 -0.5 -0.5 0.342
H 2.493 -3.297 -0.313 -0.1 0.3 -0.2 -0.003
C 2.594 -1.603 -3.215 -1.0 -0.9 -0.7 0.024
C 1.323 -2.216 -3.278 2.0 1.0 -0.9 0.249
H 0.631 -2.167 -4.113 0.2 0.0 0.3 0.007
H 0.278 -3.596 -1.835 0.2 0.3 0.0 0.008
H 4.228 -1.726 -1.677 -0.3 0.0 -0.1 0.016
H 3.046 -1.011 -4.010 -0.1 -0.1 0.3 -0.004
O 0.212 -0.898 2.747 -0.5 0.0 -0.8 0.010
C -0.676 -0.650 1.912 0.3 -0.6 -0.7 0.016
O -0.737 -1.016 0.660 0.0 0.3 2.4 0.077
C -1.816 0.249 2.399 -0.8 0.8 -0.2 0.002
C -2.642 0.945 1.482 0.3 -0.2 0.2 0.001
C -3.533 1.935 1.911 0.2 -0.1 0.4 0.000
C -3.647 2.237 3.280 0.3 -0.4 -0.2 0.001
C -2.881 1.515 4.207 0.0 -0.3 -0.4 0.000
C -1.978 0.530 3.765 -0.2 0.2 -0.1 0.001
H -2.558 0.708 0.417 0.1 0.0 0.4 0.000
H -4.120 2.492 1.173 0.2 -0.2 0.3 0.000
H -4.328 3.020 3.612 0.1 -0.2 0.0 0.000
H -2.990 1.712 5.278 0.1 0.0 -0.4 0.000
H -1.373 -0.028 4.483 -0.1 0.2 -0.3 0.000
```
Forces are in eV/Å.

=====

Record 5
The following is a quantum chemistry calculation of the molecule C17H15F5N4O in a non-equilibrium geometry, from OMol25.

Output
Molar mass in g mol⁻¹: 386.32
Total energy in eV: -39464.5186
SMILES: CC1=NC(=O)[C@H]2C(=N1)C([C@@H](C)c1ccc(C(F)(F)F)c(F)c1)=NN2CCF
E_HOMO in eV: -9.0

```
42
Properties=species:S:1:pos:R:3:forces:R:3:nbo_charge:R:1
C 0.238 4.135 0.976 -1.0 2.1 0.7 -0.685
C -0.577 2.933 1.259 -1.1 -2.2 1.3 0.477
N -1.495 2.933 2.216 1.5 -0.4 -2.5 -0.514
C -2.119 1.690 2.495 0.3 1.5 1.0 0.647
O -2.766 1.670 3.490 -1.3 -1.1 1.4 -0.512
C -2.001 0.517 1.571 -0.7 -0.8 -0.4 -0.252
C -0.728 0.606 0.874 1.2 0.9 -0.9 0.291
N -0.143 1.736 0.630 0.5 0.0 -0.2 -0.524
C -0.269 -0.767 0.585 -0.4 1.7 0.2 0.172
C 1.109 -1.037 -0.104 -0.7 -2.9 0.9 -0.298
C 1.041 -2.069 -1.305 -1.7 -0.2 0.3 -0.611
C 1.996 0.101 -0.494 0.4 -0.4 0.4 0.055
C 1.873 0.669 -1.765 1.7 1.8 -0.1 -0.240
C 2.814 1.688 -2.054 -0.1 -0.2 -0.2 -0.142
C 3.925 2.066 -1.224 -2.0 -0.4 -2.7 -0.266
C 4.775 3.285 -1.540 0.7 -0.7 0.0 0.995
F 6.160 2.996 -1.430 -2.6 0.9 -0.6 -0.331
F 4.483 3.812 -2.769 0.9 -0.8 1.0 -0.319
F 4.467 4.247 -0.662 0.6 0.1 0.0 -0.311
C 4.075 1.263 -0.144 0.8 0.2 2.3 0.499
F 5.185 1.467 0.616 -0.4 -0.3 0.0 -0.328
C 3.124 0.366 0.322 -0.4 -1.1 -0.1 -0.303
N -1.115 -1.576 1.195 1.1 0.1 -0.3 -0.173
N -2.065 -0.930 1.909 -0.3 -0.1 0.2 -0.206
C -3.089 -1.823 2.600 1.3 2.0 0.4 -0.226
C -2.385 -2.782 3.531 -2.6 0.0 -1.2 0.054
F -3.436 -3.673 3.923 1.5 0.7 0.1 -0.367
H 1.173 3.952 0.484 0.7 -0.5 0.4 0.247
H 0.294 4.750 1.948 0.2 -0.9 -1.6 0.254
H -0.245 4.802 0.223 -0.2 -0.4 0.6 0.248
H -2.747 0.781 0.794 -0.1 -0.3 0.1 0.272
H 1.656 -1.643 0.682 -0.4 0.9 -0.6 0.229
H 1.259 -3.038 -0.896 0.8 -0.5 0.0 0.222
H -0.013 -2.305 -1.619 0.8 1.0 -0.2 0.220
H 1.692 -1.818 -2.162 -0.4 -0.2 0.6 0.226
H 1.178 0.421 -2.606 0.4 0.0 1.4 0.239
H 2.648 2.138 -3.029 0.4 0.4 0.2 0.227
H 3.321 -0.258 1.266 -0.3 1.3 -1.6 0.244
H -3.715 -2.342 1.937 -0.5 -0.8 -1.4 0.206
H -3.760 -1.257 3.226 0.0 0.9 0.0 0.230
H -1.943 -2.242 4.311 0.3 0.4 1.7 0.173
H -1.648 -3.241 2.962 1.3 -1.7 -0.7 0.178
```
Forces are in eV/Å.

=====

Record 6
The following is a quantum chemistry calculation of a structure of composition C17H15FN3Re in a non-equilibrium geometry, from OMol25.

Output
Expectation value of S²: 0.763
Spin multiplicity: 2
Molar mass in g mol⁻¹: 466.53
Charge: +3
Total energy in eV: -27160.6855
E_HOMO (spin up / spin down) in eV: -19.2 / -19.2

```
37
Properties=species:S:1:pos:R:3:forces:R:3:lowdin_spin:R:1
Re -0.005 0.156 -0.916 0.0 5.1 0.3 0.885
C 2.656 0.197 -2.857 0.1 0.0 -0.6 0.005
C 3.012 0.071 -1.433 1.2 -0.4 -0.1 0.002
C 4.363 -0.030 -1.043 -0.5 0.1 0.0 0.001
C 4.689 -0.156 0.290 0.0 0.1 -0.2 -0.005
C 3.669 -0.186 1.246 -1.2 0.2 -0.2 0.000
C 2.350 -0.079 0.819 1.2 -0.1 1.0 0.000
N 2.044 0.050 -0.504 -1.1 -1.0 -0.5 0.000
C 1.188 -0.136 1.711 0.7 -0.2 0.9 0.010
C 1.213 -0.247 3.101 0.0 0.1 -0.7 -0.002
C 0.011 -0.294 3.798 -0.1 0.1 -0.2 0.015
C -1.199 -0.248 3.109 0.1 0.1 -0.8 -0.002
C -1.182 -0.136 1.718 -0.7 -0.2 0.9 0.010
N 0.000 -0.095 1.055 0.0 0.2 -0.7 0.009
C -2.350 -0.078 0.833 -1.2 -0.1 1.0 0.001
C -3.668 -0.187 1.265 1.2 0.2 -0.2 0.000
C -4.690 -0.159 0.312 0.0 0.1 -0.2 -0.005
C -4.369 -0.032 -1.022 0.5 0.1 0.0 0.001
C -3.020 0.070 -1.416 -1.2 -0.4 -0.1 0.002
C -2.664 0.195 -2.840 -0.1 0.0 -0.6 0.005
N -2.049 0.050 -0.491 1.0 -1.0 -0.5 0.000
H 3.099 1.108 -3.277 -0.2 0.0 0.1 0.000
H 1.573 0.229 -3.039 0.2 0.0 -0.1 0.005
H 3.096 -0.619 -3.439 -0.2 0.0 0.1 0.000
H 5.128 -0.018 -1.807 0.0 0.1 0.0 0.000
H 5.720 -0.234 0.606 0.1 0.0 0.0 0.000
H 3.902 -0.299 2.293 0.0 0.0 0.1 0.000
H 2.148 -0.275 3.640 0.1 0.0 -0.1 0.000
H 0.014 -0.352 4.878 0.0 0.0 0.0 0.001
H -2.129 -0.276 3.654 -0.1 0.0 0.0 0.000
H -3.898 -0.300 2.313 0.0 0.0 0.0 0.000
H -5.721 -0.237 0.631 -0.1 0.0 0.0 0.000
H -5.138 -0.022 -1.783 0.0 0.1 0.0 0.000
H -3.109 1.105 -3.262 0.2 0.0 0.1 0.000
H -3.097 -0.624 -3.422 0.1 0.0 0.1 0.000
H -1.580 0.233 -3.019 -0.2 0.0 -0.1 0.005
F -0.006 1.855 -1.702 0.0 -3.1 1.5 0.058
```
Forces are in eV/Å.